Below is a 2-piece molecular cluster, C8H8N4 overall in a non-equilibrium geometry, with properties calculated with ωB97M-V/def2-TZVPD.

Output
* net charge: 0
* E_LUMO: 0.2 eV
* orbital gap: 9.42 eV
* relative energy (zero: lowest compared OMol25 entry of this formula, charge and spin): 3.335 eV

```
20
Properties=species:S:1:pos:R:3:forces:R:3
N 0.42967 -3.40824 1.63956 -0.3 0.7 -0.9
N -0.36407 -0.69418 1.29050 0.0 -0.5 -2.8
N -0.16477 1.23271 -2.59758 1.3 1.5 1.3
N -0.15062 2.96878 -0.32413 -0.4 -1.7 0.7
C -0.41982 0.77203 -1.36760 -1.3 2.2 0.4
C 0.08031 -1.10837 2.43046 0.5 -2.4 1.6
C 0.33661 2.52445 -2.65859 -0.8 -1.4 1.2
C 0.40080 -2.46893 2.57943 0.9 -0.6 1.2
C 0.12257 -2.98218 0.40276 -0.9 2.6 1.2
C -0.29016 -1.57357 0.25240 0.0 -3.1 0.7
C -0.48409 1.67115 -0.16259 0.0 0.2 -2.8
C 0.30899 3.34715 -1.50705 1.5 -0.4 -2.1
H 0.68929 -2.87589 3.55758 -0.2 0.5 -0.2
H 0.84976 4.30136 -1.55843 -0.7 -0.1 0.0
H -0.88382 1.36173 0.81213 0.4 0.1 -0.8
H -0.68405 -1.28514 -0.73109 0.4 -1.2 1.7
H 0.76788 2.76156 -3.64011 -0.4 0.5 0.6
H -0.76066 -0.27128 -1.39829 0.1 2.1 -0.3
H 0.08360 -3.76067 -0.37058 0.1 0.8 0.0
H 0.13259 -0.51248 3.35121 -0.2 0.3 -0.7
```
Forces are in eV/Å.

=====

Below is a 2-piece molecular cluster, C2HF2N overall in a non-equilibrium geometry, with properties calculated with ωB97M-V/def2-TZVPD.

Output
* net charge: 0
* E_LUMO (spin up / spin down): -1.1 / -0.1 eV
* orbital gap (spin up / spin down): 10.07 / 9.18 eV
* relative energy (zero: lowest compared OMol25 entry of this formula, charge and spin): 4.508 eV

```
6
Properties=species:S:1:pos:R:3:forces:R:3
F 2.56274 0.94175 -1.11957 -0.1 -0.7 1.0
F 2.24510 1.08182 1.05615 0.0 0.0 0.3
N 2.03510 -2.26139 -0.00072 0.1 -0.9 0.1
C 2.37787 0.29228 0.03422 0.1 -1.4 -1.0
C 2.24603 -1.13441 0.09314 0.1 3.0 -0.4
H -0.20632 -0.70842 1.24308 -0.1 0.0 0.1
```
Forces are in eV/Å.

=====

Below is one molecule with the formula C2H3N3O in a non-equilibrium geometry, with properties calculated with ωB97M-V/def2-TZVPD.

Output
* net charge: 0
* E_LUMO: 0.8 eV
* orbital gap: 10.10 eV
* relative energy (zero: lowest compared OMol25 entry of this formula, charge and spin): 2.449 eV

```
9
Properties=species:S:1:pos:R:3:forces:R:3
O 2.27738 -0.06223 0.04964 -0.5 -0.6 0.0
N 0.23725 0.91936 0.45308 0.6 -0.4 -0.3
N -1.04362 0.71395 0.14619 -0.3 -2.3 0.3
N 0.03427 -1.35513 -0.24673 0.8 2.9 1.0
C -1.14783 -0.87024 -0.21177 0.5 3.6 1.1
C 0.93378 -0.13511 0.24019 -1.7 -1.3 -1.9
H -1.56735 1.44374 0.67766 -0.5 -1.6 -0.8
H 2.44012 0.58791 -0.66076 -0.1 -0.4 0.6
H -2.16401 -1.24225 -0.44749 1.1 0.1 0.1
```
Forces are in eV/Å.